[1]
Here is a cluster of 2 separate species, C2H6O4Si in total at a distorted geometry from the Open Molecules 2025 dataset. Energies are from ωB97M-V/def2-TZVPD.

```
13
Properties=species:S:1:pos:R:3:forces:R:3
O -1.6244 -0.6216 1.4741 -0.4989 0.3923 -0.9527
Si -2.3424 -0.1858 0.1914 0.1176 -1.3665 0.3750
O -2.7649 1.3129 -0.1140 -0.4681 2.4013 -2.1074
O -3.0306 -1.1914 -0.9034 0.8714 -0.0573 -0.5669
H -2.9341 1.8472 -0.9712 0.4424 -1.9468 2.2716
H -2.5110 -1.8316 -1.4379 -0.5014 0.6321 0.8559
C 1.2021 -0.5895 0.9496 1.1629 0.9364 -1.5873
C 0.9288 0.4878 -0.0554 1.3735 0.6935 -0.2632
O 0.5635 0.2161 -1.1877 -0.3113 0.7961 1.0056
H 0.7675 -0.3727 1.8491 -1.5286 0.6153 2.2929
H 2.2697 -0.5796 1.2031 0.0488 -0.3781 -0.5858
H 0.7765 -1.4750 0.5475 0.1895 -1.0659 -0.0841
H 1.2700 1.5824 0.2557 -0.8978 -1.6524 -0.6535
```
Positions in Å, forces in eV/Å.

Results
* LUMO: -0.0006 Eh
* gap between HOMO and LUMO: 10.067 eV
* SMILES: O=[Si](O)O.CC=O
* relative energy (zero: lowest compared OMol25 entry of this formula, charge and spin): 48.86 kcal per mole
* largest force on an atom: 3.23 eV Å⁻¹
* E_tot: -670.33640 Eh
* HOMO energy: -10.0841 eV

***

[2]
Here is a structure of composition C26H23Cl2N10NaO2 from the Open Molecules 2025 dataset. Energies are from ωB97M-V/def2-TZVPD.

```
64
Properties=species:S:1:pos:R:3:forces:R:3
Na 0.1401 -0.1248 0.3899 -0.3115 0.6842 -0.1589
Cl 2.7657 -5.4575 4.0028 0.0040 0.0522 -0.0178
C 2.6197 -3.8953 3.2259 0.0685 0.0581 -0.0010
C 1.5216 -3.6406 2.4313 -0.1015 0.0572 -0.0758
C 1.3221 -2.4249 1.7656 -0.0265 -0.0429 0.0989
N 0.1747 -2.2884 0.9566 0.0378 -0.5484 0.1686
C -0.9725 -2.7138 1.4788 0.2217 -0.0126 0.1848
O -1.2602 -2.9320 2.6731 -0.0016 -0.0937 -0.1173
C -2.1120 -3.0232 0.4949 -0.0514 0.2328 -0.0285
C -3.2845 -3.5690 1.0278 -0.0084 -0.0268 -0.0332
C -4.3267 -3.9008 0.1844 0.0272 0.0133 -0.0382
C -4.1894 -3.6739 -1.1809 -0.0127 -0.0016 0.0604
C -3.0032 -3.1136 -1.6194 0.0526 -0.0389 0.0605
N -1.9914 -2.7974 -0.8121 0.0223 -0.1309 -0.0453
C 2.3394 -1.4232 1.8702 0.0322 -0.0311 0.1014
C 3.4277 -1.7012 2.7212 0.0192 0.0455 -0.1754
C 3.5726 -2.9052 3.3860 -0.0658 -0.0304 -0.0342
Cl 4.9743 -3.1449 4.4089 -0.0375 -0.0030 -0.0265
N 2.1876 -0.2295 1.1455 0.3358 -0.3186 0.3066
C 3.0566 0.7669 1.2375 0.0336 -0.0551 0.0291
O 4.1049 0.8767 1.9065 -0.0540 0.0073 -0.0718
C 2.7112 1.9930 0.3776 -0.0731 0.0129 -0.0843
C 3.5424 3.1089 0.4925 0.0052 0.0142 0.0073
C 3.2724 4.2400 -0.2524 -0.0448 -0.0402 -0.0114
C 2.1762 4.2338 -1.1047 0.0818 0.0303 0.0393
C 1.4089 3.0854 -1.1588 -0.0551 -0.1200 0.0808
N 1.6575 1.9866 -0.4446 0.0175 0.0035 0.0870
H 0.7685 -4.4088 2.3257 0.0051 0.0178 0.0380
H -3.3285 -3.7117 2.0970 0.0248 0.0005 0.0180
H -5.2396 -4.3316 0.5803 0.0065 0.0123 0.0075
H -4.9803 -3.9153 -1.8803 0.0249 0.0057 -0.0010
H -2.8514 -2.9036 -2.6758 0.0034 0.0190 0.0194
H 4.1827 -0.9437 2.8414 0.0108 0.0440 -0.0101
H 4.3736 3.0446 1.1789 0.0055 -0.0085 0.0017
H 3.8983 5.1201 -0.1662 0.0159 0.0110 0.0054
H 1.9095 5.0985 -1.6985 -0.0089 -0.0145 0.0016
H 0.5335 3.0567 -1.8017 0.0384 -0.0152 0.0254
N -2.3605 0.2335 0.2693 0.0784 0.1736 -0.2434
C -2.7126 0.5298 -1.1240 0.1030 -0.0554 0.0994
C -1.4550 0.7284 -1.9625 0.0840 -0.0581 0.1442
N -0.5390 -0.4021 -1.8271 -0.2101 -0.0539 -0.4375
C 0.1749 -0.7889 -3.0349 0.0301 0.0831 0.0773
C 1.4518 0.0111 -3.2501 0.0642 -0.0396 0.2491
N 2.5137 -0.4783 -2.3678 -0.1477 0.0000 -0.0987
H -1.9347 1.0544 0.6970 -0.2211 0.1499 0.0339
H -3.1839 0.0182 0.8133 -0.0270 -0.1095 0.0431
H -3.2778 -0.3167 -1.5226 0.0016 -0.0445 0.0210
H -3.3375 1.4220 -1.2384 -0.0609 0.0834 0.0286
H -1.7576 0.8792 -3.0078 -0.0034 0.0152 -0.0684
H -0.9688 1.6543 -1.6306 -0.0201 -0.0357 -0.0703
H -1.0335 -1.2147 -1.4570 0.0799 -0.0074 -0.0239
H 0.4523 -1.8405 -2.9337 -0.0152 -0.0327 -0.0068
H -0.4638 -0.6894 -3.9291 -0.0394 0.0117 -0.0130
H 1.7753 -0.1065 -4.2876 0.0318 -0.0162 -0.0625
H 1.2164 1.0735 -3.0979 0.0193 0.0393 -0.0172
H 2.1720 -0.5242 -1.4084 -0.0112 0.0037 -0.0237
H 3.2754 0.1878 -2.3372 0.0402 0.0421 -0.0082
N -0.9672 2.7377 1.2956 -0.0349 0.0990 0.0130
C -1.4881 3.7724 1.2695 -0.1639 0.2522 0.0061
C -2.1460 5.0216 1.1957 0.0032 -0.0019 -0.1424
C -2.2811 5.8559 2.3327 0.0239 -0.2220 -0.2277
N -2.4052 6.5448 3.2542 0.0071 0.0088 -0.0101
C -2.6889 5.4325 -0.0498 0.1472 -0.0671 0.3256
N -3.1322 5.7670 -1.0657 -0.0011 -0.0075 0.0015
```
Positions in Å, forces in eV/Å.

Results
* LUMO: 0.1373 Eh
* gap between HOMO and LUMO: 5.727 eV
* relative energy (zero: lowest compared OMol25 entry of this formula, charge and spin): 19.37 kcal per mole
* largest force on an atom: 0.77 eV Å⁻¹
* charge: -2
* E_tot: -2785.47991 Eh
* HOMO energy: -1.9908 eV

***

[3]
Here is the molecule C4H7N3O at a distorted geometry from the Open Molecules 2025 dataset. Energies are from ωB97M-V/def2-TZVPD.

```
15
Properties=species:S:1:pos:R:3:forces:R:3
H -1.7355 -1.5379 1.5363 -1.0254 0.5581 -4.0272
N -2.2466 -1.5063 0.4832 1.2336 1.1058 0.9219
C -1.6011 -1.0353 -0.5701 -1.0413 -3.7990 0.8835
N -0.2234 -0.9591 -0.5671 1.4772 -0.6068 -2.1369
C 0.7268 -0.1999 -0.1697 -7.5491 -1.9352 -0.1022
C 2.0837 -0.4855 -0.2003 3.0185 1.7802 -10.2869
N 0.2398 0.8833 0.5163 -0.2473 6.2794 4.4975
C -0.9089 1.7760 0.2954 1.2653 -0.8670 -8.8799
O -1.3570 2.0370 -0.9210 1.7965 -1.9133 6.6566
H -2.1208 -1.4021 -1.6814 1.4534 1.9565 3.2080
H 2.3861 0.5222 -0.7141 0.7490 -1.3273 1.6642
H 2.6318 -1.2109 -1.0926 -2.5490 1.4685 2.6745
H 2.4640 -0.7130 0.6425 3.0953 -1.0513 6.0336
H 0.7906 1.4112 1.3550 -1.1698 -2.2456 -2.7123
H -1.1297 2.4203 1.0875 -0.5071 0.5973 1.6056
```
Positions in Å, forces in eV/Å.

Results
* LUMO: 0.0073 Eh
* gap between HOMO and LUMO: 9.280 eV
* SMILES: [H]/N=C\N=C(\C)NC=O
* relative energy (zero: lowest compared OMol25 entry of this formula, charge and spin): 131.57 kcal per mole
* largest force on an atom: 10.87 eV Å⁻¹
* E_tot: -395.93874 Eh
* HOMO energy: -9.0829 eV

***

[4]
Here is a cluster of 2 separate species, Cl2HOP in total at a distorted geometry from the Open Molecules 2025 dataset. Energies are from ωB97M-V/def2-TZVPD.

```
5
Properties=species:S:1:pos:R:3:forces:R:3
O -0.7118 -1.0628 -1.1445 -0.0333 -0.6576 -0.5283
P -0.3376 -0.2167 -0.0320 0.9039 -0.1793 2.1869
Cl 2.8190 0.4755 -0.1627 -1.5648 -0.3249 0.1543
Cl -1.1391 1.5881 -0.0591 0.0815 0.2653 0.1967
H -0.6306 -0.7841 1.3982 0.6127 0.8965 -2.0095
```
Positions in Å, forces in eV/Å.

Results
* LUMO (alpha / beta): -0.1048 / -0.1310 Eh
* gap between HOMO and LUMO (alpha / beta): 8.132 / 6.434 eV
* relative energy (zero: lowest compared OMol25 entry of this formula, charge and spin): 77.48 kcal per mole
* largest force on an atom: 2.37 eV Å⁻¹
* E_tot: -1337.51860 Eh
* HOMO energy (alpha / beta): -10.9850 / -9.9983 eV

***

[5]
Here is a cluster of 3 separate species, C4H13NOS2 in total at a distorted geometry from the Open Molecules 2025 dataset. Energies are from ωB97M-V/def2-TZVPD.

```
21
Properties=species:S:1:pos:R:3:forces:R:3
S -2.9448 0.8427 -0.0992 -0.3819 0.2301 0.1627
S 1.6924 0.7367 -0.6728 -0.6542 0.2778 -0.5477
C 0.2358 1.2356 0.1948 1.3405 -0.9992 -0.0138
C -0.1596 0.2601 1.2514 -1.2420 0.6936 2.3261
C -0.5333 -1.1593 0.8082 0.0424 -1.0538 -0.9452
N 0.0049 -1.5983 -0.4890 -0.3125 1.9483 1.1643
C -0.6557 -1.0330 -1.6970 0.1627 -0.8522 0.6232
H -3.3435 0.9906 1.1936 0.2092 -0.0386 -0.4347
H -0.5752 1.4187 -0.5111 -0.4790 0.4344 -0.0723
H 0.5380 2.1721 0.6803 -0.3957 0.3174 -0.1783
H -1.0670 0.6788 1.7308 0.0070 -0.2467 -0.3967
H 0.4824 0.2454 2.1421 0.7693 -0.1625 -0.7580
H -0.2285 -1.8739 1.5745 0.3657 0.0468 -0.1071
H -1.6253 -1.2496 0.7350 0.0389 0.3649 -0.2021
H 1.0213 -1.6949 -0.4165 -0.1624 -0.2726 -0.7586
H -0.3229 -1.5946 -2.5352 0.5565 -0.3660 -0.8282
H -0.4777 0.0157 -1.8646 -0.1456 0.1622 -0.1173
H -1.7229 -1.2142 -1.6400 -0.1380 0.0279 0.3915
H 2.8387 -0.2404 0.5116 1.0362 -1.1483 1.6730
H 4.2092 -0.6234 1.2419 -0.0170 0.0077 -0.0487
O 3.2684 -0.8223 1.2424 -0.6000 0.6288 -0.9321
```
Positions in Å, forces in eV/Å.

Results
* LUMO: -0.1530 Eh
* gap between HOMO and LUMO: 3.819 eV
* relative energy (zero: lowest compared OMol25 entry of this formula, charge and spin): 133.68 kcal per mole
* largest force on an atom: 2.73 eV Å⁻¹
* E_tot: -1086.36826 Eh
* HOMO energy: -7.9831 eV

***

[6]
Here is a cluster of 2 separate species, C2H3O2S3 in total at a distorted geometry from the Open Molecules 2025 dataset. Energies are from ωB97M-V/def2-TZVPD.

```
10
Properties=species:S:1:pos:R:3:forces:R:3
C 1.0293 -1.2249 -0.6099 -0.6320 2.2647 0.7789
C -1.5132 1.6146 0.4615 -0.0314 -2.5894 0.8053
O 0.2553 -1.7508 0.1752 0.4363 -0.8166 -0.6514
O 2.1997 -1.7983 -0.9421 0.9267 -0.1419 -0.4116
S -1.4028 0.4312 1.8322 -0.2881 0.7468 0.4668
S -2.0594 3.1159 0.7019 0.2290 -0.1693 -0.2523
S 0.9033 0.4368 -1.2255 0.2181 -0.8177 -0.2209
H -1.2253 1.0172 -0.4284 -0.1646 1.2332 0.0401
H -0.8710 -0.7842 1.4258 -0.1036 1.1375 -0.8567
H 2.6840 -1.0574 -1.3906 -0.5904 -0.8474 0.3018
```
Positions in Å, forces in eV/Å.

Results
* LUMO: 0.1171 Eh
* gap between HOMO and LUMO: 7.296 eV
* relative energy (zero: lowest compared OMol25 entry of this formula, charge and spin): 5.22 kcal per mole
* largest force on an atom: 2.71 eV Å⁻¹
* charge: -1
* E_tot: -1423.11108 Eh
* HOMO energy: -4.1089 eV

***

[7]
Here is the ion CH2N5 with charge +1 at a distorted geometry from the Open Molecules 2025 dataset. Energies are from ωB97M-V/def2-TZVPD.

```
8
Properties=species:S:1:pos:R:3:forces:R:3
C -0.3469 0.3810 0.0527 2.5166 3.8130 -0.9589
N 1.2866 -1.5139 0.0374 -0.4930 -4.4543 0.1106
N 0.6888 1.0619 0.0223 -3.5633 -0.8359 0.0485
N 1.8442 -0.5761 -0.0104 0.4013 -0.2594 -0.1698
N 1.9306 0.6405 -0.0194 2.7160 3.0106 0.0383
N -1.5828 0.1446 -0.0279 1.5168 -0.3081 -0.2612
H -1.8175 -0.1409 0.8882 -2.4041 -0.7613 0.8454
H -2.0030 0.0029 -0.9430 -0.6904 -0.2046 0.3470
```
Positions in Å, forces in eV/Å.

Results
* LUMO: -0.2505 Eh
* gap between HOMO and LUMO: 8.965 eV
* relative energy (zero: lowest compared OMol25 entry of this formula, charge and spin): 31.60 kcal per mole
* largest force on an atom: 4.67 eV Å⁻¹
* charge: +1
* E_tot: -312.61292 Eh
* HOMO energy: -15.7806 eV